[1]
14
Properties=species:S:1:pos:R:3:nbo_charge:R:1 method="wB97M-V/def2-TZVPD" gap_ev=9.7 de_lowest_ev=3.628 e_tot_ev=-8816.3247 smiles=[NH3+]C[C@H]1O[C@@H]1O charge=+1
N 0.22238 0.44369 2.20121 -0.7181
C -0.54459 0.24391 0.77671 -0.2690
C 0.24478 0.13075 -0.53891 -0.0498
O 0.59308 -1.18476 -0.94631 -0.4755
C -0.24791 -0.65812 -1.86266 0.4279
O 0.27777 -0.25169 -3.09729 -0.6675
H 1.25772 0.09085 2.12933 0.4755
H -0.00844 1.37810 2.58330 0.4608
H -0.22763 -0.18310 2.83572 0.4395
H -1.32754 1.00907 0.63443 0.2536
H -1.26366 -0.54351 0.89542 0.2434
H 1.01507 0.78237 -0.58535 0.1877
H -1.24990 -1.05911 -2.03026 0.2026
H 1.25886 -0.19844 -2.99535 0.4889

[2]
60
Properties=species:S:1:pos:R:3:mulliken_spin:R:1 method="wB97M-V/def2-TZVPD" gap_ev="8.3 / 8.1" s_squared=6.0121 e_tot_ev=-77548.7072 charge=+1 spin_multiplicity=5
Fe -0.61147 -1.19445 -0.01117 3.7133
C -1.59442 -2.70538 -2.53933 0.0402
C -2.30994 -3.23633 -1.30932 -0.0021
N -2.49160 -2.18168 -0.28315 -0.0112
C -3.65062 -1.31724 -0.61796 0.0090
C -3.56601 0.05878 0.02173 0.0236
C -2.68172 -2.78893 1.06100 -0.0181
C -1.41271 -3.44535 1.60117 0.0167
N -0.26793 -2.60560 1.26649 0.0884
C 0.99525 -2.95386 1.67306 -0.0215
C 2.07944 -2.38770 0.99084 0.0309
F 1.78537 -1.56743 -0.06437 0.0068
C 3.39580 -2.61310 1.31577 -0.0040
F 4.35257 -2.00850 0.60017 -0.0002
C 3.72745 -3.45601 2.35690 0.0200
C 2.68295 -4.04282 3.04285 -0.0081
F 2.94316 -4.85955 4.06525 -0.0006
C 1.35640 -3.80396 2.72586 0.0218
F 0.41244 -4.39335 3.48008 0.0008
H -1.48949 -3.49017 -3.28722 0.0029
H -2.12446 -1.87368 -3.00362 -0.0018
H -0.57991 -2.37042 -2.28777 -0.0108
H -3.28622 -3.65974 -1.56815 -0.0007
H -1.71772 -4.03466 -0.86426 -0.0039
H -3.68331 -1.21154 -1.70164 -0.0036
H -4.57012 -1.83282 -0.32030 -0.0016
H -2.70967 0.61712 -0.36573 -0.0050
H -4.46427 0.63009 -0.21024 0.0008
H -3.48111 0.00509 1.10644 0.0000
H -2.97934 -1.98454 1.73213 -0.0031
H -3.49886 -3.51756 1.02409 0.0043
H -1.55449 -3.57079 2.67517 0.0036
H -1.28860 -4.45265 1.18660 0.0011
H 4.75495 -3.65140 2.62423 0.0016
C 2.68478 4.35519 -0.22892 0.0004
N 1.90745 3.25367 0.31556 0.0042
N 1.00478 2.59365 -0.48976 0.0048
C 0.73149 1.38203 0.05563 -0.0082
O -0.16174 0.62435 -0.45661 0.0759
C 1.54378 1.25064 1.20085 0.0244
C 2.27065 2.41157 1.30724 -0.0011
C 3.32880 2.77237 2.28862 -0.0002
C 0.23923 3.27821 -1.48662 0.0016
C -0.61883 4.29791 -1.10133 0.0011
C -1.35463 4.95934 -2.07181 -0.0001
C -1.23986 4.58533 -3.40441 0.0001
C -0.38768 3.55402 -3.77325 0.0002
C 0.36533 2.89681 -2.81138 -0.0019
H 2.01954 5.08585 -0.68068 -0.0001
H 3.39793 3.99879 -0.97350 0.0002
H 3.21691 4.82778 0.59100 0.0000
H 1.57656 0.40569 1.86769 0.0094
H 3.39517 2.00168 3.05187 0.0001
H 3.11091 3.72353 2.77427 -0.0001
H 4.30130 2.85178 1.80032 -0.0001
H -0.70521 4.56451 -0.05512 0.0000
H -2.02227 5.76099 -1.78698 0.0000
H -1.81770 5.10188 -4.15891 0.0000
H -0.30095 3.26677 -4.81221 0.0000
H 1.04247 2.09578 -3.07713 0.0003

[3]
9
Properties=species:S:1:pos:R:3:nbo_charge:R:1 method="wB97M-V/def2-TZVPD" gap_ev=10.4 de_lowest_ev=2.657 e_tot_ev=-12670.4116 smiles="O=C(F)CC(=O)F" charge=0
O 1.28177 1.28831 -0.03881 -0.4647
C 1.07134 0.17108 -0.36289 0.8386
F 1.89008 -0.35494 -1.31680 -0.3384
C -0.00293 -0.69338 0.29939 -0.6831
C -1.04005 0.50796 0.34772 0.8573
O -0.64270 1.58797 0.76075 -0.4645
F -2.34980 0.31262 0.24078 -0.3028
H -0.57611 -1.26460 -0.52896 0.2600
H 0.36840 -1.55504 0.59881 0.2976

[4]
52
Properties=species:S:1:pos:R:3:nbo_charge:R:1 method="wB97M-V/def2-TZVPD" gap_ev=5.3 de_lowest_ev=3.487 e_tot_ev=-55361.8814 charge=+1
Sn -0.38349 0.75753 -0.04093 0.5289
P 1.93031 -0.90341 0.28863 0.8736
C 2.04898 -0.82957 -1.46285 -0.9157
C 0.92550 -1.14164 -2.25168 0.2274
N -0.31326 -0.55322 -1.95762 -0.6398
C -1.45213 -1.11397 -2.43191 0.2341
C -1.40556 -2.18042 -3.33686 -0.3145
C -0.16338 -2.66722 -3.78207 -0.1364
C 0.99525 -2.10269 -3.28967 -0.2611
C -2.80522 -0.60668 -1.93424 -0.7690
P -2.69798 0.98835 -1.08243 0.9446
H 1.98926 -2.48251 -3.54950 0.2330
H -2.33927 -2.60392 -3.70311 0.2270
H -0.11227 -3.50133 -4.49369 0.2339
H -3.48431 -0.48412 -2.79740 0.2601
H -3.25812 -1.35604 -1.25787 0.2790
H 2.21282 1.20879 -2.05749 0.5146
H 3.02504 -0.86427 -1.97001 0.2248
H 0.83353 3.20830 -2.02961 0.5697
O 2.20659 2.11231 -2.37991 -1.0112
H 2.88844 2.08014 -3.11272 0.5033
H -0.27889 2.79595 -0.81574 0.4033
O 0.03823 3.60258 -1.55761 -0.8729
H 0.46526 4.36670 -1.10538 0.5393
C -2.88711 2.22082 -2.39891 -0.9553
H -3.83731 2.03382 -2.92296 0.2566
H -2.91694 3.23785 -1.97446 0.2531
H -2.06899 2.15546 -3.13353 0.2625
C -4.07793 1.13583 0.06626 -0.9517
H -4.05815 2.13789 0.52423 0.2584
H -5.03206 0.99482 -0.46554 0.2533
H -3.99202 0.38256 0.86405 0.2776
C 2.34247 -2.69283 0.36604 -0.9315
H 3.34229 -2.79568 -0.10480 0.2346
H 2.31735 -2.95752 1.43038 0.2316
H 1.58159 -3.22985 -0.23497 0.2418
C 3.43528 -0.04200 0.91434 -0.9437
H 3.25511 0.14404 1.98853 0.2410
H 4.29630 -0.71825 0.79032 0.2309
H 3.62906 0.91392 0.39405 0.2428
Te -0.64932 -1.49582 1.68552 0.1569
C -0.07951 -0.47335 3.49119 -0.2396
C -0.09782 -1.33145 4.60724 -0.2569
C 0.33652 -0.85473 5.84882 -0.1870
C 0.77556 0.47050 5.98366 -0.2137
C 0.76428 1.32315 4.87466 -0.2178
C 0.32333 0.86738 3.62154 -0.2100
H -0.43521 -2.35942 4.47976 0.2222
H 0.34102 -1.51764 6.71323 0.2266
H 1.12643 0.82909 6.95105 0.2265
H 1.10234 2.35290 4.99290 0.2203
H 0.29807 1.53886 2.75909 0.1944

[5]
166
Properties=species:S:1:pos:R:3:mulliken_charge:R:1 method="wB97M-V/def2-TZVPD" gap_ev=5.1 e_tot_ev=-213573.6162 charge=+1
C -1.08492 1.06863 -2.22222 -1.0664
C 0.43909 0.89638 -2.22545 -0.9080
P 1.49730 1.70489 -0.97871 -0.1834
C 3.21677 1.14367 -1.09687 -0.4556
C 4.21105 2.05043 -1.87786 -1.8404
C 0.96106 3.03953 0.19255 -0.0769
O -0.45811 2.97941 0.07404 -0.8003
N 1.35339 4.38559 -0.22630 1.3831
C 1.52345 4.65020 -1.62468 -1.4520
C 0.20740 4.41935 -2.43340 0.4037
C -0.37761 5.68544 -3.02146 -0.8539
O -0.93338 4.93281 -1.86189 -0.3491
C 1.74716 5.50457 0.67679 1.0900
C 0.54447 6.44771 0.67286 -1.0456
C 0.55960 7.81794 1.36568 -0.4104
C -0.46499 8.73241 0.66912 -1.5815
I -2.45863 7.98554 0.73943 0.0241
N 3.00142 6.00625 0.08694 -0.8393
C 3.12362 7.16319 -0.26355 0.6384
O 3.15160 8.23704 -0.63673 -0.4106
C 2.18055 5.03552 2.11001 -1.5574
O 1.24572 5.52202 3.00752 -0.4403
S 3.67040 6.03803 2.77968 1.6802
O 3.22728 7.39651 2.79640 -0.6866
O 4.95140 5.93640 2.16515 -0.7218
C 3.87551 5.60454 4.59216 0.4783
F 5.18158 5.53842 4.82143 -0.2407
F 3.34497 4.39312 4.92011 -0.2465
C 3.32905 6.69909 5.56794 0.6729
F 2.04218 6.96797 5.35629 -0.1677
F 4.09618 7.77063 5.56514 -0.2083
F 3.41870 6.15339 6.79734 -0.2566
N 2.36401 3.56370 2.24463 0.5593
Cl 3.86443 3.19864 1.39465 0.1266
C 1.20611 2.70301 1.75025 0.9865
C -0.03959 2.96384 2.60986 -1.3979
C 0.17606 2.93358 4.14957 -1.2823
C -0.79993 1.98158 4.88482 -0.7889
S -2.40282 2.72200 5.24953 -0.2145
C 1.63523 1.25417 2.05874 -2.2193
C 0.80456 -0.00868 1.76517 0.5072
C -0.68206 -0.18953 1.96174 -0.5847
N -1.64202 0.39564 1.08082 -0.1268
O -1.06858 -0.91758 2.84695 -0.5948
H -1.44651 2.07345 -2.03783 0.0883
H -1.41429 0.82393 -3.23476 0.5038
H -1.55701 0.31780 -1.60229 0.1301
H 0.63045 -0.17991 -2.20408 0.6252
H 0.77516 1.18323 -3.22620 0.6395
H 3.20231 0.20545 -1.65466 0.5070
H 3.72623 0.88092 -0.16643 0.6311
H 5.20387 1.60370 -1.84637 0.3986
H 3.89017 2.03361 -2.91982 0.4000
H 4.18628 3.07598 -1.51723 0.3091
H -0.81115 3.87116 0.18216 0.7306
H 2.33064 4.15178 -2.16054 0.4392
H 1.62223 5.70156 -1.87076 0.6832
H 0.13675 3.53331 -3.05303 0.4794
H -1.21462 5.62914 -3.69992 0.2868
H -0.07195 6.62056 -2.57228 0.1680
H -0.27146 5.88764 1.13246 0.2593
H 0.19942 6.60025 -0.34757 0.4729
H 0.23067 7.74012 2.40022 0.1771
H 1.49246 8.37569 1.35882 0.4961
H -0.15589 8.81358 -0.37345 0.4775
H -0.38658 9.73916 1.06606 0.7090
H 1.38033 5.15820 3.89561 0.3887
H 2.55883 3.24471 3.20182 1.1564
H -0.84782 2.28117 2.38917 0.6618
H -0.47015 3.93961 2.39715 0.8821
H -0.03355 3.92322 4.55921 0.3585
H 1.17943 2.65337 4.49158 0.3534
H -0.88522 1.04729 4.33566 0.0922
H -0.31681 1.72424 5.82729 0.4410
H -2.02124 3.81095 5.93708 0.1491
H 2.60187 0.99132 1.63320 0.4047
H 1.86937 1.22717 3.13317 0.9967
H 1.26475 -0.79120 2.36988 0.5721
H 1.03163 -0.35269 0.75236 -0.2663
H -2.06962 -0.33022 0.52138 0.3730
H -2.32459 0.92759 1.60038 0.2276
C -5.82489 1.13649 -7.04994 -0.6743
O -6.56343 1.46056 -5.85968 -0.3656
P -5.68103 1.85598 -4.48537 0.8689
O -5.09518 0.46391 -4.31604 -0.3453
O -7.09793 2.03411 -3.71604 -0.3244
C -8.03339 0.95660 -3.71677 -0.4239
O -4.83841 2.39023 -3.14242 -0.3195
C -5.39215 2.21413 -1.84756 -0.3745
H -6.49839 1.24410 -7.89730 0.2534
H -4.98008 1.80835 -7.18865 0.3269
H -5.47488 0.10638 -6.99562 0.2277
H -7.54149 -0.00273 -3.88091 0.1059
H -8.78548 1.11917 -4.48689 0.2608
H -8.52302 0.94348 -2.74362 0.2620
H -5.73335 1.18567 -1.71700 0.2375
H -6.20718 2.91108 -1.66550 0.2710
H -4.59474 2.43020 -1.13570 0.0753
C -1.21446 -4.69737 0.64501 -0.5204
O 0.12513 -5.14557 0.34534 -0.3391
P 1.22961 -3.99372 -0.11615 1.2087
O 0.54421 -3.62743 -1.40964 -0.7023
O 2.40830 -5.07143 -0.29341 -0.2803
C 2.22765 -6.14037 -1.22525 -0.7233
O 2.23058 -2.66376 -0.13674 -0.3370
C 3.47472 -2.73600 -0.83187 -0.5255
H -1.69692 -5.47057 1.23973 0.1492
H -1.19515 -3.77201 1.21950 0.1062
H -1.77152 -4.55450 -0.27937 0.3907
H 1.50067 -5.88201 -1.99491 0.3469
H 1.90348 -7.03671 -0.69898 0.2501
H 3.19051 -6.33499 -1.69472 0.2548
H 3.32741 -3.12649 -1.83868 0.3374
H 4.19035 -3.34800 -0.28879 0.2953
H 3.87545 -1.72516 -0.89176 0.1164
C -4.44038 -7.23288 -3.01396 -0.7248
O -5.56130 -6.36971 -3.29018 -0.3346
P -5.25602 -4.75293 -3.37170 0.9918
O -4.81693 -4.42622 -1.98337 -0.5695
O -6.81815 -4.44502 -3.65208 -0.3467
C -7.76277 -4.70311 -2.61762 -0.6569
O -4.71204 -3.48461 -4.23367 -0.4056
C -5.51926 -2.30797 -4.36208 -0.6259
H -4.71358 -8.23864 -3.32474 0.2478
H -3.55564 -6.92419 -3.56782 0.3264
H -4.23049 -7.23007 -1.94525 0.2927
H -7.29496 -4.69147 -1.63305 0.3287
H -8.24000 -5.66842 -2.78533 0.2228
H -8.52318 -3.92357 -2.65845 0.2503
H -5.87917 -1.98222 -3.38652 0.2685
H -6.35473 -2.48115 -5.03983 0.2954
H -4.89141 -1.53863 -4.78741 0.4028
C 8.39256 -1.75593 1.00519 -0.6601
O 9.15402 -2.29296 -0.09094 -0.3343
P 8.59669 -1.98896 -1.61698 1.0146
O 7.28815 -2.70664 -1.63720 -0.5073
O 9.82540 -2.84335 -2.22336 -0.3763
C 9.88569 -4.24658 -1.96855 -0.6223
O 8.49920 -1.02866 -2.93309 -0.3609
C 8.89896 -1.52278 -4.21208 -0.5268
H 9.03870 -1.73769 1.87991 0.2595
H 8.05840 -0.74057 0.79721 0.2807
H 7.53411 -2.39674 1.20393 0.2662
H 8.90153 -4.65744 -1.74377 0.3062
H 10.56365 -4.44191 -1.13856 0.2297
H 10.27607 -4.73002 -2.86259 0.2608
H 8.43367 -2.48746 -4.41106 0.2877
H 9.98050 -1.59955 -4.28380 0.2445
H 8.55776 -0.79520 -4.94643 0.2401
C -3.64605 -5.01742 5.12357 -0.6596
O -3.51489 -6.40384 5.47770 -0.3610
P -3.00094 -7.44368 4.27800 1.1535
O -4.21058 -7.28699 3.39310 -0.6393
O -3.09434 -8.71026 5.27219 -0.3452
C -4.35351 -9.02829 5.86492 -0.6709
O -2.09579 -8.24141 3.14573 -0.3394
C -2.18602 -9.65707 3.03269 -0.5605
H -3.64631 -4.43884 6.04513 0.2439
H -2.81569 -4.68475 4.50299 0.2649
H -4.58694 -4.86173 4.59807 0.3046
H -5.18386 -8.64083 5.27470 0.3483
H -4.39952 -8.62273 6.87466 0.2417
H -4.42973 -10.11335 5.91740 0.2517
H -3.22980 -9.96756 2.97733 0.2907
H -1.68440 -10.15350 3.86037 0.2395
H -1.67469 -9.92994 2.11069 0.2374

[6]
10
Properties=species:S:1:pos:R:3:mulliken_spin:R:1 method="wB97M-V/def2-TZVPD" gap_ev="5.7 / 6.8" s_squared=2.0161 de_lowest_ev=0.000 e_tot_ev=-11239.9042 charge=-1 spin_multiplicity=3
C -1.19468 -0.73249 -0.56249 0.0847
C -0.21048 0.38671 0.01999 -0.0029
N -1.44227 -1.77258 0.28461 0.1009
N -2.50333 -2.54229 0.10501 0.4642
O -3.53571 -2.25311 -0.49562 0.6370
O -1.54895 -0.55873 -1.69038 0.0927
O -2.49218 -3.63836 0.66193 0.6165
H 0.33528 0.15722 0.87473 -0.0047
H -0.77172 1.30825 0.38516 0.0093
H 0.42781 0.59457 -0.78029 0.0023